ORCA calculation (ωB97M-V/def2-TZVPD) on a 2-piece molecular cluster, C4H14N4O overall in a non-equilibrium geometry.

XYZ file:
```
23
Properties=species:S:1:pos:R:3:forces:R:3:nbo_charge:R:1
N -1.522 1.120 -1.081 -0.651 -0.069 0.026 -0.85
C -0.209 0.529 -0.903 -0.357 -1.593 -0.415 0.08
N 0.658 0.801 -2.032 0.444 -0.049 -0.084 -0.85
C 0.486 0.796 0.418 0.459 -2.488 1.426 0.07
N 1.690 1.584 0.302 0.158 0.247 -0.105 -0.87
N -0.433 1.302 1.418 -0.050 0.098 0.177 -0.85
H -1.677 1.947 -0.516 0.152 -0.054 -0.057 0.36
H -2.246 0.466 -0.803 0.061 0.095 -0.055 0.37
H -0.365 -0.628 -0.887 0.200 1.906 -0.411 0.19
H 0.289 0.351 -2.863 -0.043 0.165 0.123 0.37
H 0.671 1.802 -2.207 -0.012 -0.121 -0.061 0.36
H 0.699 -0.381 0.816 -0.065 3.047 -0.774 0.19
H 2.294 1.461 1.109 -0.127 0.007 -0.146 0.36
H 2.197 1.314 -0.534 0.014 -0.031 0.074 0.39
H -0.571 2.301 1.279 0.017 0.000 0.069 0.35
H -0.032 1.201 2.344 0.009 0.003 -0.073 0.36
C 0.533 -2.102 0.968 -1.108 -1.912 -0.854 -0.58
C -0.392 -2.376 -0.001 0.647 -1.101 2.144 0.13
O -1.740 -2.282 0.220 0.050 0.500 -0.303 -0.69
H 0.209 -2.027 2.000 -0.117 0.589 -0.046 0.21
H 1.525 -2.513 0.860 0.216 0.365 -0.312 0.23
H -0.173 -2.999 -0.856 0.083 0.509 -0.362 0.20
H -1.894 -1.666 0.950 0.019 -0.113 0.018 0.48
```
Positions in Å, forces in eV/Å.

Its SMILES is NC(N)C(N)N.C=CO. The relative energy (zero: lowest compared OMol25 entry of this formula, charge and spin) comes out at 201.9 kJ/mol. For the largest force on an atom, the calculation gives 0.0611 Eh/bohr. As for the total charge: 0.

=====

ORCA calculation (ωB97M-V/def2-TZVPD) on C4H14N6 as an isolated structure in a non-equilibrium geometry.

XYZ file:
```
24
Properties=species:S:1:pos:R:3:forces:R:3:nbo_charge:R:1
C 0.586 -1.284 -0.131 0.657 -1.115 0.141 0.69
C -1.524 -0.031 0.254 0.405 0.109 1.063 0.08
C 0.788 1.072 -0.610 -3.393 0.570 -0.221 0.24
C -3.017 -0.286 0.262 -1.015 -1.954 -1.630 -0.66
N -0.763 -1.204 -0.257 0.764 -2.967 0.584 -0.57
N -1.125 1.075 -0.519 3.616 1.837 -1.504 -0.54
N 1.398 -0.149 -0.106 -5.417 0.182 -0.777 -0.31
N 1.192 -2.493 -0.067 1.720 1.639 0.573 -0.74
N 1.263 2.162 0.280 0.317 0.766 -0.227 -0.77
N 2.661 0.090 0.294 1.314 -0.558 -0.300 -0.63
H -1.227 0.195 1.311 0.031 -0.511 -0.659 0.20
H 1.181 1.350 -1.591 -0.712 -0.441 -0.337 0.22
H -3.412 -0.642 -0.781 0.800 0.505 1.925 0.25
H -3.702 0.464 0.608 0.376 1.301 -0.145 0.29
H -3.242 -1.029 1.044 0.335 -0.394 -0.596 0.26
H -1.176 -2.204 -0.251 0.367 2.444 0.004 0.45
H -1.530 1.074 -1.493 1.047 -0.196 1.030 0.41
H 0.694 -3.372 0.093 0.296 0.539 -0.019 0.46
H 2.241 -2.454 0.120 -2.103 -0.662 -0.606 0.44
H 2.305 1.845 0.425 -1.756 0.389 0.675 0.48
H 1.362 3.112 -0.269 -1.103 -1.878 1.825 0.49
H 3.253 -0.042 -0.494 1.306 -0.390 -0.470 0.40
H 2.909 -0.461 1.074 0.658 -0.513 1.173 0.41
H 0.644 2.071 1.166 1.490 1.298 -1.500 0.48
```
Positions in Å, forces in eV/Å.

The relative energy (zero: lowest compared OMol25 entry of this formula, charge and spin) comes out at 253.9 kJ/mol. For the largest force on an atom, the calculation gives 0.1065 Eh/bohr. As for the total charge: +2.

=====

ORCA calculation (ωB97M-V/def2-TZVPD) on a 2-piece molecular cluster, C4H14NO overall in a non-equilibrium geometry.

XYZ file:
```
20
Properties=species:S:1:pos:R:3:forces:R:3:nbo_charge:R:1
C 1.217 -0.710 1.100 1.000 -0.643 0.195 -0.66
C 0.605 0.622 0.789 -0.538 0.616 0.073 -0.04
N -0.117 0.510 -0.552 0.217 0.305 0.791 -0.50
C 0.822 0.324 -1.674 1.062 -0.321 0.139 -0.43
C -0.411 1.074 1.817 -0.779 -0.883 -0.296 -0.63
H 0.731 -1.210 1.934 -0.186 -0.050 -0.078 0.24
H 2.279 -0.674 1.339 -0.004 0.422 0.266 0.26
H 1.239 -1.361 0.235 -0.419 -0.328 -0.046 0.22
H 1.299 1.439 0.674 0.606 0.019 -0.264 0.22
H -0.796 -0.238 -0.381 -0.257 -0.076 -0.924 0.46
H -0.619 1.385 -0.695 -0.325 -0.164 -0.051 0.43
H 1.496 1.174 -1.648 -0.356 0.478 -0.497 0.23
H 1.520 -0.472 -1.446 -0.315 -0.483 0.026 0.23
H 0.370 0.120 -2.636 -0.319 0.305 0.097 0.25
H 0.032 1.056 2.805 0.119 0.476 0.099 0.26
H -1.225 0.339 1.868 0.045 -0.009 0.003 0.22
H -0.882 2.015 1.542 0.258 0.284 0.333 0.23
H -2.295 -2.348 -1.172 -0.198 0.181 -0.114 0.48
H -2.800 -1.589 -2.395 -0.112 0.036 -0.143 0.49
O -2.463 -1.455 -1.505 0.501 -0.165 0.391 -0.97
```
Positions in Å, forces in eV/Å.

The relative energy (zero: lowest compared OMol25 entry of this formula, charge and spin) comes out at 57.0 kJ/mol. For the largest force on an atom, the calculation gives 0.0236 Eh/bohr. As for the total charge: +1.

=====

ORCA calculation (ωB97M-V/def2-TZVPD) on a 3-piece molecular cluster, C4H14NO overall in a non-equilibrium geometry.

XYZ file:
```
20
Properties=species:S:1:pos:R:3:forces:R:3:nbo_charge:R:1
C 2.742 -0.076 -0.741 0.904 0.302 0.749 -0.58
C 2.787 0.649 0.603 -0.117 -0.007 -0.531 -0.62
N -1.626 0.255 1.225 -1.356 -2.204 0.265 -0.34
C -2.713 -0.080 0.347 1.105 1.045 -0.744 -0.29
C -2.351 0.224 -1.091 -1.112 0.397 -0.267 -0.64
H 3.259 0.605 -1.430 -0.584 -0.204 -0.581 0.25
H 1.713 -0.296 -1.143 -0.020 0.066 0.114 0.25
H 3.322 -0.998 -0.747 -0.301 -0.198 0.139 0.22
H 2.041 0.270 1.297 0.212 0.011 0.256 0.21
H 3.785 0.558 1.034 -0.076 -0.089 0.150 0.24
H 2.617 1.713 0.439 -0.136 0.009 0.151 0.21
H -1.858 -0.057 2.176 0.027 0.518 0.171 0.40
H -3.561 0.580 0.607 -0.144 -0.178 0.412 0.30
H -3.072 -1.106 0.534 -0.093 0.011 0.188 0.28
H -2.266 1.308 -1.187 0.313 -0.011 -0.030 0.24
H -1.464 -0.243 -1.512 0.086 -0.199 0.314 0.25
H -3.218 -0.023 -1.706 0.143 -0.209 -0.107 0.25
H -0.752 -0.283 0.923 2.239 0.284 -0.915 0.38
H 0.259 -1.984 0.144 0.006 0.015 0.054 0.49
O 0.358 -1.013 0.228 -1.096 0.640 0.211 -0.52
```
Positions in Å, forces in eV/Å.

The relative energy (zero: lowest compared OMol25 entry of this formula, charge and spin) comes out at 773.8 kJ/mol. For the largest force on an atom, the calculation gives 0.0506 Eh/bohr. As for the total charge: +1.

=====

ORCA calculation (ωB97M-V/def2-TZVPD) on a 3-piece molecular cluster, C4H14NO2 overall in a non-equilibrium geometry.

XYZ file:
```
21
Properties=species:S:1:pos:R:3:forces:R:3:nbo_charge:R:1
C 0.509 -2.962 -1.231 -0.106 -0.958 -0.854 -0.62
C 0.190 -2.090 -0.022 -0.564 -0.695 0.960 -0.42
C -0.147 -0.671 -0.503 1.059 -0.888 -1.193 -0.24
C 1.037 1.307 0.280 0.170 -2.126 -0.401 0.14
N 0.236 0.330 0.492 -1.691 1.596 -0.213 -0.38
H 0.406 -4.074 -1.074 0.205 1.239 0.231 0.25
H -0.183 -2.750 -2.078 0.430 0.007 0.498 0.21
H 1.542 -2.764 -1.575 -0.508 -0.120 0.046 0.22
H -0.687 -2.517 0.540 0.830 0.448 -0.426 0.22
H 1.054 -2.083 0.675 -0.493 0.068 -0.369 0.22
H 0.540 -0.449 -1.345 -0.618 -0.159 0.112 0.20
H -1.203 -0.679 -0.880 0.880 0.806 0.737 0.26
H 1.509 1.187 -0.702 0.332 0.992 0.465 0.22
H 1.288 1.969 1.106 -0.185 0.237 -0.472 0.25
H -0.385 0.440 1.286 0.123 -0.288 1.022 0.46
H -0.916 1.702 3.832 -0.098 -0.094 0.095 0.50
H -0.986 0.149 3.745 -0.014 0.273 0.164 0.50
O -0.731 0.947 3.265 0.149 -0.263 -0.476 -0.98
H -0.479 3.466 -2.521 -0.298 0.025 0.406 0.48
H -0.501 2.161 -3.196 -0.275 -0.335 0.090 0.47
O -0.785 2.560 -2.362 0.674 0.235 -0.420 -0.95
```
Positions in Å, forces in eV/Å.

The relative energy (zero: lowest compared OMol25 entry of this formula, charge and spin) comes out at 162.9 kJ/mol. For the largest force on an atom, the calculation gives 0.0454 Eh/bohr. As for the total charge: +1.

=====

ORCA calculation (ωB97M-V/def2-TZVPD) on a 3-piece molecular cluster, C4H14NO2 overall in a non-equilibrium geometry.

XYZ file:
```
21
Properties=species:S:1:pos:R:3:forces:R:3:nbo_charge:R:1
C -0.013 1.038 0.327 2.598 -3.607 0.591 -0.25
N -0.690 0.818 -1.024 -1.924 0.592 0.732 -0.55
C 0.370 0.220 -1.914 0.700 -0.130 -2.924 -0.24
C 1.642 -0.154 -1.065 -3.340 -2.560 2.089 -0.41
C 1.576 0.906 0.003 -0.368 0.928 0.874 -0.41
H -0.193 1.864 0.972 -0.910 1.039 -0.375 0.25
H -0.268 0.094 0.913 0.253 1.321 -0.576 0.25
H -1.279 1.659 -1.319 1.875 -0.906 -0.197 0.45
H -1.474 0.117 -0.969 1.081 0.115 0.625 0.47
H 0.586 0.956 -2.738 0.176 -0.300 1.168 0.23
H -0.055 -0.607 -2.535 0.112 0.366 1.075 0.25
H 1.477 -1.242 -0.509 0.267 2.635 -1.629 0.22
H 2.536 -0.235 -1.619 0.829 0.202 -0.772 0.25
H 1.948 1.855 -0.454 -0.262 -0.439 0.662 0.22
H 2.197 0.656 0.932 -1.123 0.505 -1.262 0.26
H -2.205 -1.744 0.745 -0.074 0.477 0.281 0.49
H -1.962 -2.753 -0.292 0.037 0.837 -0.537 0.50
O -2.023 -1.776 -0.199 0.124 -1.080 0.241 -0.97
H -1.491 -0.207 3.567 -0.398 -0.090 1.426 0.50
H -0.031 -0.936 3.882 -0.334 -0.152 1.294 0.50
O -0.647 -0.526 3.298 0.681 0.247 -2.787 -1.00
```
Positions in Å, forces in eV/Å.

The relative energy (zero: lowest compared OMol25 entry of this formula, charge and spin) comes out at 167.2 kJ/mol. For the largest force on an atom, the calculation gives 0.0914 Eh/bohr. As for the total charge: +1.

=====

ORCA calculation (ωB97M-V/def2-TZVPD) on a 2-piece molecular cluster, C4H14NO2 overall in a non-equilibrium geometry.

XYZ file:
```
21
Properties=species:S:1:pos:R:3:forces:R:3:lowdin_spin:R:1
C -0.056 -0.915 0.804 0.382 1.138 -0.265 0.00
C 0.718 -1.158 -0.499 -1.068 0.393 0.531 0.02
C 0.654 0.004 -1.516 -0.023 -0.896 -1.951 0.08
C 1.214 1.343 -1.106 1.256 1.448 0.528 0.12
O 2.620 1.273 -1.306 -0.145 -0.727 0.565 0.70
N -1.536 -1.171 0.727 0.623 -0.968 0.065 0.00
H 0.032 0.132 1.126 -0.154 -0.256 -0.274 0.00
H 0.490 -1.435 1.571 -0.780 -0.856 0.587 0.00
H 1.678 -1.462 -0.109 0.781 0.371 -0.607 0.00
H 0.356 -2.056 -1.008 -0.054 0.106 -0.074 0.00
H -0.326 0.171 -1.973 -0.291 0.106 0.583 0.01
H 1.170 -0.319 -2.433 0.253 -0.020 0.226 0.00
H 1.103 2.262 -1.746 -0.861 -0.681 -0.803 0.07
H 0.901 1.751 -0.153 0.414 -0.372 0.692 0.00
H 3.198 1.282 -0.502 -0.028 0.449 -0.007 0.01
H -1.755 -2.146 0.497 0.078 0.070 -0.123 0.00
H -1.925 -0.546 0.020 -0.261 -0.091 0.113 0.00
H -2.000 -0.939 1.612 0.120 0.225 -0.155 0.00
H -1.487 1.503 2.320 -0.145 0.193 0.089 0.00
H -2.969 1.320 2.002 0.164 0.157 -0.153 0.00
O -2.081 1.106 1.671 -0.261 0.208 0.434 0.00
```
Positions in Å, forces in eV/Å.

The relative energy (zero: lowest compared OMol25 entry of this formula, charge and spin) comes out at 79.8 kJ/mol. The multiplicity is 2. For the largest force on an atom, the calculation gives 0.0417 Eh/bohr. As for the total charge: +2.

=====

ORCA calculation (ωB97M-V/def2-TZVPD) on one molecule with the formula C4H14NO2PSi in a non-equilibrium geometry.

XYZ file:
```
23
Properties=species:S:1:pos:R:3:forces:R:3:nbo_charge:R:1
C 2.637 -0.250 0.783 0.462 -0.046 -1.025 -0.62
C 2.065 -0.565 -0.640 0.076 -0.054 1.115 -0.43
C 0.574 -0.988 -0.644 1.160 -0.331 -0.946 -0.07
O -0.129 -0.221 -1.621 -1.249 0.994 0.764 -0.87
Si -1.134 0.973 -0.936 1.835 0.020 -0.518 1.30
C -0.128 2.252 0.030 0.016 -0.239 -0.404 -1.12
P -2.762 0.007 0.226 -2.071 -0.127 0.743 0.73
N -2.453 -1.717 0.031 0.933 0.903 0.613 -1.16
O -2.514 0.345 1.876 1.197 -0.251 -1.439 -0.97
H 1.946 -0.485 1.591 0.044 -0.010 0.005 0.21
H 2.941 0.798 0.832 -0.235 -0.004 0.245 0.21
H 3.564 -0.816 0.894 -0.144 -0.038 0.383 0.21
H 2.233 0.304 -1.276 -0.354 -0.046 -0.081 0.22
H 2.669 -1.366 -1.072 -0.136 0.006 -0.051 0.20
H 0.113 -0.970 0.349 0.016 0.255 -0.056 0.18
H 0.536 -2.025 -0.991 -0.227 0.020 0.193 0.19
H -1.780 1.669 -2.067 -0.145 -0.224 -0.028 -0.19
H 0.695 1.723 0.520 -0.176 0.180 0.237 0.24
H -0.703 2.846 0.743 0.012 -0.247 0.119 0.25
H 0.325 2.964 -0.670 -0.066 -0.164 -0.037 0.24
H -2.572 -1.957 -0.941 -0.031 -0.217 -0.202 0.39
H -3.069 -2.264 0.609 -0.383 -0.135 -0.140 0.38
H -3.057 -0.257 2.371 -0.535 -0.246 0.509 0.48
```
Positions in Å, forces in eV/Å.

Its SMILES is CCCO[Si@H](C)P(N)O. The calculated total energy is -996.91204 Ha. For the largest force on an atom, the calculation gives 0.0429 Eh/bohr. As for the total charge: 0.